# 1
The following is a quantum chemistry calculation of a structure of composition BeH16O8, from the OMol25 dataset.

The highest occupied orbital energy comes out at -17.53 eV. Its charge is +2. The energy relative to the best compared isomer or geometry (same formula, charge and spin) is 181.9 kcal per mole. As for the gap between HOMO and LUMO: 0.145 Ha.

Each line ends with the Löwdin charge.
Cartesian coordinates (Å):
Be -0.07 -0.14 0.12  1.5123
O -2.38 -2.76 1.38  -0.0253
H -2.37 -3.70 1.54  0.0599
H -3.20 -2.61 0.89  0.0456
O 0.96 1.68 3.31  -0.0622
H 1.49 2.47 3.25  0.0404
H 0.74 1.61 4.24  0.0470
O 2.85 0.76 -1.79  -0.0263
H 3.67 0.42 -1.41  0.0474
H 2.96 0.63 -2.73  0.0575
O 0.13 3.80 -0.47  -0.0380
H 0.64 4.50 -0.06  0.0494
H -0.72 4.20 -0.65  0.0447
O -2.90 1.26 1.72  -0.0367
H -2.86 2.12 2.14  0.0527
H -3.66 0.83 2.12  0.0550
O -2.35 0.06 -2.60  -0.0465
H -2.44 0.69 -3.31  0.0539
H -2.80 -0.72 -2.91  0.0477
O 0.70 -2.93 -2.37  -0.0492
H 1.62 -3.17 -2.52  0.0429
H 0.26 -3.13 -3.19  0.0489
O 2.86 -1.91 1.14  -0.0287
H 3.31 -2.41 0.46  0.0494
H 3.55 -1.55 1.68  0.0579

---

# 2
The following is a quantum chemistry calculation of a cluster of 2 separate species, Br2ClHSi in total, from the OMol25 dataset.

The highest occupied orbital energy comes out at -9.45 eV. Its charge is 0. The energy relative to the best compared isomer or geometry (same formula, charge and spin) is 51.8 kcal per mole. As for the gap between HOMO and LUMO: 0.260 Ha.

Each line ends with the Löwdin charge.
Cartesian coordinates (Å):
Si -0.24 0.27 -0.12  -0.0874
Cl -0.84 0.58 1.77  0.2735
Br 1.29 1.99 -0.69  0.1798
Br 0.71 -2.77 0.46  -0.3042
H -0.92 -0.06 -1.42  -0.0617

---

# 3
The following is a quantum chemistry calculation of a structure of composition Br2CuF12P2, from the OMol25 dataset.

The highest occupied orbital energy (spin up / spin down) comes out at -3.16 / -3.17 eV. The expectation value of S² is 0.754. Its multiplicity is 2. Its charge is -2. The energy relative to the best compared isomer or geometry (same formula, charge and spin) is 0.0 kcal per mole. As for the gap between HOMO and LUMO (spin up / spin down): 0.313 / 0.252 Ha.

Each line ends with the Löwdin charge.
Cartesian coordinates (Å):
Cu -0.16 -1.49 0.04  -0.0084
Br -0.03 -3.01 -1.90  -0.0946
Br -0.85 -3.03 1.87  -0.1099
P 2.46 0.42 -0.34  0.1560
F 1.06 0.19 -1.16  -0.2067
F 2.89 1.60 -1.35  -0.1566
F 1.73 1.48 0.62  -0.1424
F 3.82 0.57 0.51  -0.1682
F 1.97 -0.81 0.66  -0.2168
F 3.17 -0.66 -1.29  -0.1594
P -2.32 0.70 0.33  0.1526
F -0.93 0.28 1.17  -0.2206
F -2.22 -0.78 -0.39  -0.2282
F -3.23 0.04 1.46  -0.1445
F -3.61 1.08 -0.56  -0.1595
F -2.37 2.10 1.13  -0.1549
F -1.38 1.32 -0.79  -0.1378

---

# 4
The following is a quantum chemistry calculation of a structure of composition Br2FH2PSi, from the OMol25 dataset.

The highest occupied orbital energy comes out at -9.47 eV. Its charge is 0. The energy relative to the best compared isomer or geometry (same formula, charge and spin) is 72.3 kcal per mole. As for the gap between HOMO and LUMO: 0.277 Ha.

Each line ends with the Löwdin charge.
Cartesian coordinates (Å):
F -1.50 -2.37 0.61  -0.4621
Si 0.08 1.77 0.34  -0.1241
P -0.96 -0.85 0.29  0.6608
Br 2.07 1.57 1.59  0.0037
Br 1.28 2.15 -1.58  0.0466
H -1.40 -1.05 -1.09  -0.0659
H 0.43 -1.22 -0.17  -0.0589

---

# 5
The following is a quantum chemistry calculation of the molecule Br2FH2PSi, from the OMol25 dataset.

The highest occupied orbital energy comes out at -9.58 eV. As for the SMILES: F[Si](P)(Br)Br. Its charge is 0. The energy relative to the best compared isomer or geometry (same formula, charge and spin) is 12.2 kcal per mole. As for the gap between HOMO and LUMO: 0.343 Ha.

Each line ends with the Löwdin charge.
Cartesian coordinates (Å):
F 0.99 -0.01 1.83  -0.2724
Si 0.84 0.17 0.26  -0.5824
P -1.50 -0.87 -0.11  0.5976
Br 2.33 -1.13 -0.59  0.3841
Br 1.17 2.28 -0.23  0.3323
H -1.40 -0.50 -1.40  -0.2424
H -2.43 0.06 0.23  -0.2168

---

# 6
The following is a quantum chemistry calculation of a cluster of 2 separate species, Br2H2O2P in total, from the OMol25 dataset.

The highest occupied orbital energy (spin up / spin down) comes out at -15.28 / -14.84 eV. Its charge is +1. The energy relative to the best compared isomer or geometry (same formula, charge and spin) is 76.8 kcal per mole. As for the gap between HOMO and LUMO (spin up / spin down): 0.238 / 0.269 Ha.

Each line ends with the Löwdin charge.
Cartesian coordinates (Å):
O -0.79 -0.99 0.96  -0.1719
O 0.14 -0.24 -1.24  -0.2553
P 0.38 -0.16 0.35  0.5968
Br -0.66 3.41 0.64  0.1137
Br 2.27 -1.50 0.74  0.4586
H -1.65 -0.82 0.66  0.0797
H 0.30 0.30 -2.09  0.1784